[1]
The following is a quantum chemistry calculation of a molecular structure, C2Br3F3N2 in a non-equilibrium geometry, from the OMol25 dataset.

Computed properties:
Kohn-Sham gap: 8.63 eV
M: 348.742 g mol⁻¹
E_LUMO: -0.759 eV
Relative energy (zero: lowest compared OMol25 entry of this formula, charge and spin): 0.00 kcal/mol
F_max: 5.66 eV Å⁻¹
E_HOMO: -9.39 eV

```
10
Properties=species:S:1:pos:R:3:nbo_charge:R:1
C -0.94885 0.27796 0.11214 0.5161
C 0.26447 -0.14623 0.80278 0.7757
N -1.65267 -0.33197 -0.70610 -0.5160
N 1.39961 -0.69305 -0.42892 -0.7166
F -1.07311 1.65779 0.40047 -0.3402
F 0.01239 -1.21200 1.61352 -0.3018
F 0.78899 0.80869 1.56397 -0.2830
Br -2.99407 0.21821 -1.72149 0.3239
Br 3.00981 -1.09784 0.16978 0.3090
Br 1.19343 0.51845 -1.80615 0.2329
```


[2]
The following is a quantum chemistry calculation of a gas-phase ion, C2H9N2S (charge +1) in a non-equilibrium geometry, from the OMol25 dataset.

Computed properties:
Kohn-Sham gap: 9.89 eV
Total charge: +1
M: 93.175 g mol⁻¹
E_LUMO: -3.578 eV
Relative energy (zero: lowest compared OMol25 entry of this formula, charge and spin): 34.30 kcal/mol
F_max: 5.15 eV Å⁻¹
E_HOMO: -13.47 eV
SMILES: CS[C@@H](N)[NH3+]

```
14
Properties=species:S:1:pos:R:3:nbo_charge:R:1
C 0.52678 1.43743 -1.65837 -0.7722
S 0.04039 -0.25446 -1.34855 0.1816
C 0.23118 -0.22758 0.54422 0.0369
N -0.76568 0.50007 1.10348 -0.8509
N -0.10601 -1.79705 0.83469 -0.7581
H -0.05384 2.00851 -0.86239 0.2392
H 0.16492 1.73761 -2.67114 0.2726
H 1.62809 1.65485 -1.54249 0.2452
H 1.30527 -0.12581 0.66818 0.2441
H -1.59965 0.55968 0.44738 0.4079
H -0.91010 0.87939 1.95213 0.4141
H 0.00382 -2.04512 1.83554 0.4453
H -1.06616 -2.04218 0.48040 0.4476
H 0.60097 -2.28533 0.21691 0.4468
```


[3]
The following is a quantum chemistry calculation of C4H2Cl2OS in the gas phase in a non-equilibrium geometry, from the OMol25 dataset.

Computed properties:
Kohn-Sham gap: 7.44 eV
M: 169.032 g mol⁻¹
E_LUMO: -2.276 eV
Relative energy (zero: lowest compared OMol25 entry of this formula, charge and spin): 42.37 kcal/mol
F_max: 6.76 eV Å⁻¹
E_HOMO: -9.72 eV
SMILES: O=C/C(Cl)=C(/Cl)C=S

```
10
Properties=species:S:1:pos:R:3:nbo_charge:R:1
O 2.60667 1.99577 0.23490 -0.4900
C 1.42245 1.52529 -0.01548 0.3131
C 0.99191 0.20918 -0.13287 -0.1171
Cl 2.25064 -1.04853 -0.15785 0.0488
C -0.40159 -0.09314 0.05525 -0.0302
Cl -0.89915 -1.74002 0.17585 0.1038
C -1.41860 1.01935 0.03275 -0.4033
S -2.93793 0.70778 -0.12000 0.2219
H 0.56498 2.18381 -0.25372 0.1337
H -0.95176 1.96691 0.35065 0.2191
```


[4]
The following is a quantum chemistry calculation of 2 unconnected molecules or ions with the total composition H2N2O3 in a non-equilibrium geometry, from the OMol25 dataset.

Computed properties:
Kohn-Sham gap (alpha / beta): 10.00 / 10.00 eV
M: 78.027 g mol⁻¹
E_LUMO (alpha / beta): -1.022 / -1.022 eV
Relative energy (zero: lowest compared OMol25 entry of this formula, charge and spin): 103.62 kcal/mol
F_max: 5.34 eV Å⁻¹
E_HOMO (alpha / beta): -11.02 / -11.02 eV

```
7
Properties=species:S:1:pos:R:3:nbo_charge:R:1
N -0.62229 -0.01974 0.54357 0.2121
N 0.47672 0.13586 -0.32400 0.1977
O -0.08822 -1.15083 -0.17321 -0.2945
O -1.73330 0.43199 0.10998 -0.4258
O 1.69126 0.27316 0.23339 -0.5185
H -1.53069 0.61787 -1.41223 0.3565
H 1.80654 -0.28831 1.02249 0.4725
```


[5]
The following is a quantum chemistry calculation of C2H5N3O in the gas phase in a non-equilibrium geometry, from the OMol25 dataset.

Computed properties:
Kohn-Sham gap (alpha / beta): 7.14 / 7.14 eV
M: 87.082 g mol⁻¹
E_LUMO (alpha / beta): -0.944 / -0.945 eV
Relative energy (zero: lowest compared OMol25 entry of this formula, charge and spin): 159.41 kcal/mol
F_max: 7.05 eV Å⁻¹
E_HOMO (alpha / beta): -8.08 / -8.08 eV
SMILES: [H]/N=N/C(=C)ON

```
11
Properties=species:S:1:pos:R:3:nbo_charge:R:1
H 3.34601 1.02317 -0.03882 0.3171
N 2.32975 1.15679 0.03734 -0.2744
N 1.78207 0.03055 -0.08874 -0.1999
C 0.56462 -0.34879 -0.05566 0.3448
C -0.09414 -1.51262 -0.00730 -0.2862
O -0.66488 0.80690 0.46051 -0.4843
N -1.90713 0.67208 -0.09029 -0.5508
H 0.45122 -2.41834 0.21177 0.2108
H -1.16634 -1.53437 -0.11759 0.2420
H -2.63164 0.85886 0.60022 0.3476
H -2.00956 1.26578 -0.91143 0.3333
```


[6]
The following is a quantum chemistry calculation of C18H30N4O2 in the gas phase, from the OMol25 dataset.

Computed properties:
Kohn-Sham gap: 8.49 eV
M: 334.464 g mol⁻¹
E_LUMO: 0.788 eV
Relative energy (zero: lowest compared OMol25 entry of this formula, charge and spin): 5.41 kcal/mol
F_max: 0.49 eV Å⁻¹
E_HOMO: -7.70 eV
SMILES: CCCCNCC(=O)Nc1ccc(NC(=O)CNCCCC)cc1

```
54
Properties=species:S:1:pos:R:3:nbo_charge:R:1
C 3.92770 8.33140 0.65841 -0.5979
C 3.15720 7.12120 0.14548 -0.3992
C 3.93286 6.37999 -0.94183 -0.4172
C 3.13654 5.22019 -1.55683 -0.2052
N 2.76675 4.14526 -0.65349 -0.6445
C 3.87782 3.40788 -0.07748 -0.3186
C 3.43437 2.03430 0.43736 0.6695
O 4.05756 1.43748 1.28730 -0.6125
N 2.31578 1.60265 -0.19196 -0.6120
C 1.60030 0.41629 -0.02690 0.1339
C 2.00121 -0.59579 0.84098 -0.2466
C 1.25394 -1.75082 0.96158 -0.1735
C 0.08992 -1.91880 0.21655 0.1212
N -0.70711 -3.06136 0.29976 -0.6130
C -0.51659 -4.19938 1.01000 0.6695
O 0.41283 -4.43784 1.74881 -0.6109
C -1.66516 -5.18855 0.80252 -0.3161
N -2.31684 -4.99270 -0.48236 -0.6422
C -3.59889 -5.67316 -0.61815 -0.2078
C -4.71350 -4.90382 0.09142 -0.4028
C -6.08206 -5.52692 -0.17074 -0.3901
C -7.19256 -4.77178 0.54910 -0.5987
C -0.31116 -0.90529 -0.65264 -0.2351
C 0.43490 0.24772 -0.77321 -0.2213
H 4.11716 9.03368 -0.15050 0.2015
H 4.88429 8.02538 1.07642 0.2034
H 3.36294 8.84421 1.43344 0.2098
H 2.19448 7.44716 -0.25713 0.1944
H 2.95825 6.44896 0.98407 0.1900
H 4.18476 7.07881 -1.74223 0.2052
H 4.86963 6.00110 -0.52779 0.1977
H 3.72052 4.77448 -2.36828 0.1914
H 2.20705 5.60946 -1.98382 0.1923
H 2.17856 4.51147 0.08936 0.3632
H 4.61593 3.22621 -0.86633 0.2154
H 4.39314 3.92089 0.74610 0.2022
H 1.93807 2.27628 -0.85324 0.4258
H 2.90029 -0.46970 1.42036 0.2555
H 1.56883 -2.53153 1.63332 0.2462
H -1.54019 -3.07852 -0.28178 0.4244
H -2.39171 -4.99406 1.59679 0.2152
H -1.27572 -6.20635 0.95430 0.2006
H -1.68854 -5.30970 -1.21547 0.3665
H -3.56184 -6.70542 -0.23393 0.1659
H -3.83346 -5.72179 -1.68477 0.1956
H -4.70448 -3.87111 -0.26220 0.2013
H -4.53099 -4.88907 1.16721 0.1935
H -6.07427 -6.56685 0.16385 0.1950
H -6.27988 -5.52709 -1.24506 0.1936
H -8.15840 -5.22884 0.34777 0.2093
H -7.02622 -4.78110 1.62402 0.2018
H -7.22656 -3.73639 0.21755 0.2013
H -1.21374 -1.02653 -1.23520 0.2071
H 0.11629 1.02778 -1.45048 0.2059
```


The highest F_max belongs to which entry?
C2H5N3O